Record 1
Formula: C38H39Cl48F2IN3O4Si
Source: the Open Molecules 2025 dataset
Level of theory: ωB97M-V with the def2-TZVPD basis set

```
136
Properties=species:S:1:pos:R:3:mulliken_charge:R:1
C -2.791 -1.485 2.440 0.072
C -2.559 -0.941 1.385 -1.406
C -2.346 -0.172 0.026 0.494
C -1.090 0.794 0.049 -0.533
C -1.167 2.155 -0.825 -0.766
C -2.476 2.472 -1.659 -0.242
C -2.777 1.529 -2.891 0.672
C -4.299 1.862 -3.347 -0.980
N 0.205 2.380 -1.398 0.943
C 0.428 2.491 -2.862 -0.061
C -0.080 3.875 -3.459 -0.142
O -0.294 4.848 -2.797 -0.408
I -0.453 4.084 -5.607 0.148
C 1.133 1.511 -0.575 -1.546
N 2.540 1.480 -0.939 -0.195
O 1.157 2.301 0.691 -0.162
N 2.315 3.054 0.831 0.197
O 2.079 4.140 1.201 -0.268
C 0.410 0.141 -0.103 1.546
C 0.726 -0.360 1.377 -1.495
C 2.246 -0.725 1.650 -0.170
C 2.272 -1.560 3.029 -0.908
O 2.852 -1.575 0.662 -0.183
C 0.387 -0.953 -1.269 0.608
F -0.466 -0.546 -2.342 -0.294
F 1.668 -1.085 -1.887 -0.373
C 0.023 -2.400 -0.768 0.061
C 0.046 -3.506 -1.934 -0.449
Si 1.641 -4.544 -2.008 -0.005
C 1.241 -6.045 -3.161 -0.838
C 3.139 -3.670 -2.804 -0.885
C 2.194 -5.296 -0.351 0.755
C 1.426 -6.342 0.424 -0.319
C 1.914 -6.943 1.708 -0.616
C 3.222 -6.539 2.317 -0.531
C 4.003 -5.488 1.568 -0.585
C 3.509 -4.882 0.279 -0.140
H -3.209 -2.148 3.238 0.633
H -2.350 -0.938 -0.795 0.276
H -3.305 0.429 -0.107 -0.709
H -1.179 1.239 1.092 0.778
H -1.215 2.970 -0.031 0.092
H -2.413 3.561 -1.974 0.849
H -3.347 2.410 -0.931 -0.705
H -2.157 1.772 -3.813 0.001
H -2.784 0.426 -2.650 -0.131
H -4.813 0.969 -3.800 0.340
H -4.213 2.699 -4.114 0.153
H -4.854 2.316 -2.473 0.150
H 0.445 3.327 -1.038 0.908
H -0.024 1.645 -3.470 0.238
H 1.537 2.462 -3.123 0.549
H 3.076 0.816 -0.374 0.312
H 2.680 1.148 -1.907 0.408
H 0.121 -1.281 1.662 0.228
H 0.451 0.408 2.168 0.538
H 2.813 0.247 1.823 0.218
H 1.450 -2.346 2.964 0.172
H 2.112 -0.911 3.933 0.251
H 3.252 -2.115 3.089 0.320
H 3.803 -1.352 0.670 0.353
H -1.001 -2.472 -0.290 0.210
H 0.745 -2.781 0.027 -0.028
H -0.801 -4.233 -1.702 0.403
H -0.187 -3.024 -2.933 0.293
H 0.804 -5.691 -4.145 0.105
H 2.169 -6.652 -3.376 0.303
H 0.529 -6.701 -2.579 0.295
H 2.791 -2.972 -3.622 0.244
H 3.874 -4.452 -3.167 0.372
H 3.693 -3.092 -1.994 0.136
H 0.453 -6.727 0.023 0.266
H 1.325 -7.738 2.250 0.334
H 3.634 -6.990 3.259 0.384
H 4.999 -5.197 2.021 0.332
H 4.206 -4.132 -0.187 0.180
C 0.675 -5.194 -7.762 0.328
Cl 0.820 -3.861 -6.598 -0.065
Cl -1.027 -5.670 -7.905 -0.094
Cl 1.276 -4.664 -9.344 -0.099
Cl 1.631 -6.576 -7.198 -0.087
C -0.330 -2.376 6.106 0.118
Cl -1.134 -1.953 4.577 -0.082
Cl 0.981 -1.227 6.425 -0.041
Cl -1.507 -2.311 7.428 -0.062
Cl 0.337 -4.015 5.988 -0.089
C 3.057 6.274 -3.109 0.262
Cl 2.948 5.523 -4.715 -0.091
Cl 1.750 7.453 -2.916 -0.064
Cl 2.914 5.014 -1.859 -0.028
Cl 4.619 7.090 -2.944 -0.062
C -6.164 2.453 0.287 0.274
Cl -6.558 3.164 1.861 -0.071
Cl -5.614 3.728 -0.818 0.010
Cl -4.873 1.247 0.489 -0.002
Cl -7.605 1.666 -0.384 -0.075
C 4.479 -1.175 8.538 0.216
Cl 3.399 -2.581 8.491 -0.013
Cl 3.976 -0.084 9.843 -0.034
Cl 6.145 -1.717 8.825 -0.042
Cl 4.399 -0.315 6.985 -0.116
C 9.885 -2.087 7.105 0.319
Cl 9.790 -3.599 8.027 -0.092
Cl 10.537 -0.803 8.141 -0.088
Cl 10.948 -2.314 5.704 -0.101
Cl 8.262 -1.631 6.551 -0.059
C -4.069 -5.399 7.022 0.258
Cl -4.524 -4.578 8.526 -0.092
Cl -3.446 -4.206 5.865 0.024
Cl -2.813 -6.603 7.361 -0.089
Cl -5.491 -6.204 6.333 -0.099
C -7.218 4.807 -4.335 0.205
Cl -6.540 6.229 -3.518 -0.111
Cl -5.969 4.056 -5.345 -0.080
Cl -7.766 3.635 -3.124 -0.031
Cl -8.584 5.303 -5.349 -0.002
C 3.724 -2.403 13.014 0.304
Cl 4.437 -3.082 14.489 -0.097
Cl 2.270 -3.322 12.582 -0.092
Cl 3.288 -0.706 13.297 -0.103
Cl 4.899 -2.499 11.689 -0.007
C -11.184 5.737 -8.704 0.344
Cl -12.081 6.595 -9.970 -0.094
Cl -9.450 5.771 -9.079 -0.073
Cl -11.465 6.529 -7.141 -0.096
Cl -11.739 4.055 -8.622 -0.090
C -3.183 6.196 -8.693 0.279
Cl -4.007 6.673 -10.188 -0.090
Cl -1.859 7.328 -8.358 -0.086
Cl -4.329 6.208 -7.342 -0.012
Cl -2.533 4.554 -8.864 -0.095
C 3.305 9.383 0.472 0.264
Cl 2.455 10.193 -0.857 -0.083
Cl 5.047 9.367 0.137 -0.084
Cl 3.003 10.255 1.985 -0.094
Cl 2.717 7.715 0.623 0.001
```

## Properties
LUMO energy = -2.98 eV
orbital gap = 0.280 hartree
net charge = +1

=====

Record 2
Formula: C3H9INO2
Source: the Open Molecules 2025 dataset
Level of theory: ωB97M-V with the def2-TZVPD basis set

```
16
Properties=species:S:1:pos:R:3:mulliken_charge:R:1
N -0.210 1.704 0.096 -0.212
C 0.007 0.301 0.501 -0.553
C 1.435 -0.236 0.244 -0.694
O 1.540 -1.473 0.974 -0.509
C -1.126 -0.721 -0.358 -0.234
O -0.860 -0.724 -1.628 -0.481
I -3.080 0.138 0.158 0.066
H 0.151 1.969 -0.904 0.388
H 0.428 2.443 0.698 0.420
H -1.253 1.708 0.356 0.255
H -0.245 0.263 1.518 0.469
H 1.619 -0.319 -0.803 0.387
H 2.048 0.484 0.680 0.382
H 1.803 -2.190 0.364 0.350
H -0.982 -1.727 0.153 0.543
H -1.272 -1.620 -2.047 0.424
```

## Properties
LUMO energy = -3.73 eV
relative energy (zero: lowest compared OMol25 entry of this formula, charge and spin) = 1.171 eV
orbital gap = 0.366 hartree
SMILES = [NH3+][C@H](CO)[C@H](O)I
net charge = +1

=====

Record 3
Formula: C3H7O2S
Source: the Open Molecules 2025 dataset
Level of theory: ωB97M-V with the def2-TZVPD basis set

```
13
Properties=species:S:1:pos:R:3:mulliken_charge:R:1
C 0.851 -1.914 0.142 -0.880
C -0.385 -1.446 -0.586 -0.485
S -1.628 -0.579 0.408 -0.315
H 1.029 -1.272 1.004 0.297
H 0.780 -2.983 0.381 0.310
H 1.726 -1.889 -0.523 0.239
H -0.821 -2.261 -1.231 0.344
H -0.105 -0.730 -1.365 0.261
H -0.858 0.570 0.484 0.160
O 1.295 1.258 0.877 -0.621
C 1.200 1.659 -0.303 -0.010
O 0.195 2.023 -0.952 -0.637
H 2.180 1.695 -0.858 0.336
```

## Properties
LUMO energy = 3.60 eV
relative energy (zero: lowest compared OMol25 entry of this formula, charge and spin) = 0.504 eV
orbital gap = 0.292 hartree
net charge = -1